1.
{"formula": "C19H32N2OS", "method": "wB97M-V/def2-TZVPD", "species": ["C", "C", "C", "H", "H", "C", "N", "C", "C", "H", "H", "H", "H", "H", "C", "H", "C", "C", "N", "C", "O", "C", "C", "S", "C", "C", "C", "H", "C", "C", "C", "H", "H", "C", "H", "H", "H", "H", "H", "H", "H", "H", "H", "H", "H", "H", "H", "H", "H", "H", "H", "H", "H", "H", "H"], "coordinates": [[-0.1227, 7.4846, 0.3529], [0.8780, 6.3486, 0.2375], [0.3019, 4.9269, 0.1271], [-0.3690, 4.9074, -0.6023], [-0.4145, 4.9209, 1.2917], [1.4961, 4.0827, 0.2175], [1.0852, 2.7658, 0.0691], [1.7301, 1.8422, -0.7936], [3.0685, 1.5717, -0.0491], [3.7217, 2.3744, 0.1637], [2.9996, 1.1345, 0.7722], [3.6649, 0.9075, -0.6888], [1.1853, 0.8620, -0.7885], [2.1263, 2.2317, -1.8086], [0.1488, 2.1577, 1.0902], [0.7411, 1.1544, 1.2918], [-1.2245, 2.0734, 1.0931], [-1.6224, 1.0946, -0.0306], [-1.5721, -0.3707, 0.2868], [-0.5156, -1.1460, -0.1731], [-0.0959, -0.8720, -1.1646], [-0.3554, -2.3404, 0.5355], [-0.5182, -2.5199, 1.8652], [-0.2236, -4.0867, 2.5116], [-0.4799, -4.6851, 0.7182], [-0.3538, -3.7946, -0.0237], [-0.2817, -3.9645, -1.2892], [-0.3137, -3.0279, -2.1482], [-1.2675, -4.7974, -1.9259], [-1.1041, -6.3887, -1.6339], [-1.2927, -6.7328, -0.3205], [-2.3296, -6.3339, 0.2170], [-1.2182, -7.8515, -0.1696], [-0.1403, -6.1486, 0.7706], [-0.0685, -6.6761, 1.6642], [0.8960, -6.3976, -0.0726], [-0.3596, -6.6498, -2.0953], [-1.6563, -6.9518, -2.2133], [-1.4357, -4.7261, -3.1008], [-2.2069, -4.4362, -1.6553], [0.8446, -4.5170, -1.6151], [-0.4173, -1.6187, 2.6465], [-1.9606, -0.4331, 1.2928], [-1.0926, 1.2108, -0.8612], [-2.8093, 1.3240, -0.4046], [-1.6296, 2.9393, 0.6485], [-1.7012, 1.8170, 2.0047], [0.5351, 2.5645, 2.1424], [1.9793, 4.2639, -0.8432], [2.1561, 4.2258, 0.9692], [1.5495, 6.5891, 1.0150], [1.4211, 6.6516, -0.7377], [-0.8774, 7.2367, 1.1895], [-0.8109, 7.3851, -0.3998], [0.3123, 8.4180, 0.4246]], "atomic_forces_ev_per_a": [[-1.94, -3.25, 2.65], [-0.50, 2.19, -2.80], [1.39, 4.35, 8.79], [-2.47, -0.95, -3.39], [1.91, -0.48, -3.40], [-1.67, -1.29, -6.35], [-4.72, -2.47, 0.26], [3.01, -0.46, 1.04], [1.25, 1.29, -8.10], [0.31, 1.65, -0.29], [-1.35, -4.13, 7.37], [0.20, -0.09, 0.07], [0.43, 1.25, -0.80], [-1.66, -0.42, 1.15], [10.34, -0.39, 3.97], [-1.80, 0.92, -0.54], [-3.83, -1.57, -3.61], [-6.12, -1.74, 1.85], [-1.76, 2.69, 4.02], [-6.27, -0.41, 7.56], [5.99, 2.42, -10.66], [-0.48, -5.61, 2.75], [2.16, 3.24, 2.93], [-1.61, 0.40, -1.89], [1.79, -11.96, 15.09], [0.45, 15.20, -1.10], [5.27, 0.37, -15.36], [0.58, -1.76, 3.31], [-1.63, -4.41, -3.80], [-5.32, 8.35, 1.68], [-0.89, -2.21, 8.98], [2.31, -1.24, -1.80], [-0.51, 0.97, -0.17], [0.01, 0.12, -8.80], [-0.01, -0.49, 1.47], [-2.51, 0.95, 3.06], [9.58, -2.35, -3.64], [-4.55, -2.30, -2.92], [1.28, 0.11, 2.15], [-1.97, 0.20, 1.06], [-2.56, 1.57, 0.93], [-0.61, -2.03, -1.84], [1.14, -0.78, -2.30], [2.45, 0.88, -3.45], [3.08, -0.58, 1.13], [-0.71, 1.63, 0.30], [-0.25, -0.06, 0.99], [-0.86, 0.04, -1.80], [-0.01, 0.13, 2.08], [2.06, 1.09, 2.63], [1.18, -0.87, 1.06], [-0.33, -0.94, 1.23], [1.48, 0.79, -0.32], [-1.42, 0.45, -2.64], [0.66, 1.95, 0.22]], "lowdin_charge": [-0.129, -0.299, -0.173, 0.067, 0.206, -0.259, -0.220, -0.199, -0.079, 0.064, -0.024, 0.085, 0.098, 0.140, -0.234, 0.149, -0.217, -0.162, 0.074, -0.604, 0.160, -0.106, -0.409, 0.999, -0.430, -0.396, -0.233, 0.201, -0.155, -0.242, -0.217, 0.176, 0.120, -0.117, 0.052, 0.205, 0.030, 0.076, 0.155, 0.095, 0.214, 0.127, 0.155, 0.045, 0.174, 0.092, 0.117, 0.157, 0.174, 0.093, 0.088, 0.137, 0.100, 0.033, 0.045], "gap_ev": 8.1, "homo_energy_ev": -7.498}

2.
{"formula": "C19H32N3O15S", "method": "wB97M-V/def2-TZVPD", "species": ["N", "C", "N", "C", "C", "C", "C", "C", "C", "S", "O", "O", "O", "N", "H", "H", "H", "H", "H", "H", "H", "H", "H", "H", "H", "H", "H", "H", "H", "H", "C", "C", "O", "C", "O", "O", "H", "H", "H", "H", "C", "C", "O", "C", "O", "O", "H", "H", "H", "H", "C", "C", "O", "C", "O", "O", "H", "H", "H", "H", "C", "C", "O", "C", "O", "O", "H", "H", "H", "H"], "coordinates": [[1.4905, 1.9702, 3.9210], [1.1116, 1.2973, 2.7523], [1.9456, 0.1015, 2.3517], [1.3278, -0.5722, 1.1199], [1.0944, 0.6177, 0.0167], [-0.1153, 1.5774, 0.5646], [-1.5420, 0.9415, 0.0258], [-2.7788, 1.9532, 0.4291], [-4.2295, 1.1717, 0.5441], [-4.3328, 0.0932, 2.1095], [-5.8559, -0.1645, 2.3482], [-3.7598, 0.9384, 3.2982], [-3.4144, -1.3492, 1.9682], [-0.1253, 1.8172, 2.0567], [2.2012, 2.7418, 3.9346], [0.9597, 1.6878, 4.7996], [2.9482, 0.3497, 2.1861], [0.2865, -1.0162, 1.4555], [1.9662, -1.4580, 0.6989], [0.8526, 0.0937, -1.0268], [2.0682, 1.2904, -0.1386], [0.0158, 2.6257, 0.0331], [-1.5123, 0.8873, -1.1611], [-1.6630, -0.1466, 0.4483], [-2.6144, 2.5015, 1.4717], [-2.8524, 2.8035, -0.3991], [-5.0418, 2.0253, 0.7016], [-4.5104, 0.5694, -0.4202], [-3.6921, -1.8848, 1.1677], [-0.9903, 1.4664, 2.5232], [3.2696, -2.3433, -3.9162], [1.9452, -2.4561, -3.2333], [1.8930, -1.2922, -2.4303], [2.7310, -0.3782, -3.0013], [2.8021, 0.7931, -2.6686], [3.4779, -0.9456, -3.9931], [3.2627, -2.7897, -4.9144], [4.0809, -2.7900, -3.3320], [1.1080, -2.4369, -3.9389], [1.8702, -3.3562, -2.6170], [1.5566, -6.4661, -7.0643], [1.5628, -4.9775, -6.9343], [1.6292, -4.7733, -5.5357], [2.1806, -5.8994, -4.9959], [2.5403, -6.0017, -3.8349], [2.2776, -6.8952, -5.9246], [2.0442, -6.8060, -7.9821], [0.5459, -6.8855, -7.0217], [2.4421, -4.5207, -7.4006], [0.6614, -4.5196, -7.3508], [5.5271, 2.9166, 0.5005], [5.5786, 2.8493, 1.9924], [5.4446, 1.4664, 2.2606], [5.8599, 0.8032, 1.1420], [6.0378, -0.4020, 1.0820], [6.0509, 1.6643, 0.1001], [6.1308, 3.7354, 0.0996], [4.5041, 3.0096, 0.1211], [6.5366, 3.1963, 2.3938], [4.7701, 3.4157, 2.4627], [-6.3304, 2.2717, 4.1038], [-7.6548, 2.1589, 4.7867], [-7.7070, 3.3228, 5.5897], [-6.8690, 4.2368, 5.0187], [-6.7979, 5.4081, 5.3514], [-6.1221, 3.6694, 4.0269], [-6.3373, 1.8253, 3.1056], [-5.5191, 1.8250, 4.6880], [-8.4920, 2.1781, 4.0811], [-7.7298, 1.2588, 5.4030]], "atomic_forces_ev_per_a": [[-0.50, -0.75, 0.39], [0.40, -1.00, -0.60], [-3.57, 4.06, -1.69], [-0.65, 0.29, -0.63], [0.21, -0.30, 0.02], [-0.68, -0.66, -2.61], [0.13, 0.86, -0.03], [-0.19, -0.25, 0.26], [0.56, 1.45, -1.01], [-3.83, 2.19, 4.50], [5.83, -0.12, -1.70], [-0.62, -3.55, -4.79], [-1.38, 1.85, -0.90], [3.58, -3.46, 0.35], [-1.30, -1.33, 0.00], [1.24, 0.87, -1.61], [-0.69, -0.35, 0.95], [2.12, 0.92, -0.64], [-0.94, 1.94, 1.06], [0.32, 1.57, 2.40], [-1.96, -1.78, 0.38], [-0.28, -2.03, 1.29], [0.12, 0.02, 2.61], [0.11, 2.12, -0.69], [-0.32, -1.25, -2.25], [-0.03, -1.92, 1.80], [1.50, -2.21, 0.05], [0.58, 0.89, 2.03], [0.00, 0.86, 1.12], [0.56, 0.80, -0.08], [0.62, -1.04, -0.50], [-0.74, -1.29, -0.16], [0.57, 0.98, -0.03], [0.61, 2.05, 0.10], [-0.24, -2.35, -0.55], [-0.76, 0.98, 0.93], [0.05, 0.24, 0.19], [-0.10, 0.04, -0.05], [0.11, 0.00, 0.06], [-0.02, 0.23, -0.05], [-0.36, -0.64, -0.96], [-0.22, 0.77, -1.01], [0.27, -0.55, 0.71], [0.83, -0.70, 2.19], [-0.81, 0.45, -2.49], [0.10, 0.83, 0.99], [0.00, -0.05, 0.28], [0.10, 0.05, 0.01], [-0.07, -0.06, 0.04], [0.15, 0.01, 0.23], [-0.14, 0.92, -0.69], [0.10, 0.98, 0.71], [-0.17, -0.68, -0.47], [0.73, -2.64, -0.63], [-0.63, 2.78, 0.22], [-0.05, -0.81, 0.84], [-0.07, -0.27, -0.05], [0.06, 0.00, -0.02], [-0.12, -0.05, -0.04], [0.12, -0.19, 0.04], [0.50, -0.81, -0.45], [-0.70, -0.91, -0.02], [0.63, 0.80, -0.22], [0.06, 2.55, 0.80], [-0.12, -2.67, -0.78], [-0.48, 0.70, 0.57], [0.01, 0.31, 0.34], [-0.16, 0.05, -0.10], [0.06, 0.00, 0.06], [-0.05, 0.27, 0.01]], "lowdin_charge": [0.082, -0.157, 0.110, -0.137, -0.123, -0.291, -0.150, -0.206, -0.208, 0.816, -0.368, -0.367, -0.222, 0.105, 0.131, 0.151, 0.139, 0.137, 0.147, 0.120, 0.131, 0.170, 0.142, 0.106, 0.119, 0.142, 0.140, 0.128, 0.114, 0.136, -0.127, -0.134, 0.017, -0.509, 0.116, 0.080, 0.131, 0.147, 0.136, 0.139, -0.132, -0.136, 0.031, -0.510, 0.133, 0.076, 0.143, 0.140, 0.139, 0.140, -0.135, -0.140, 0.039, -0.522, 0.140, 0.074, 0.145, 0.130, 0.143, 0.129, -0.168, -0.130, 0.068, -0.515, 0.133, 0.059, 0.092, 0.123, 0.139, 0.141], "gap_ev": 7.2, "charge": 1, "homo_energy_ev": -12.113}